No. 1
The following is a quantum chemistry calculation of a 2-piece molecular cluster, C3H8N3 overall in a non-equilibrium geometry, from OMol25.

Structure (ORCA input):
```
! wB97M-V def2-TZVPD RIJCOSX def2/J DEFGRID3
* xyz 1 3
C -1.666 0.739 -0.199
C -0.678 -1.184 0.129
C 1.535 -0.011 -0.308
N -1.810 -0.505 -0.343
N -0.499 1.123 0.447
N 0.326 -0.040 0.534
H -2.410 1.469 -0.460
H -0.915 -1.779 1.015
H -0.239 -1.826 -0.638
H 1.252 0.132 -1.352
H 2.191 0.803 0.004
H 2.071 -0.953 -0.206
H 0.224 2.190 -0.135
H 0.617 -0.160 1.512
*
```

Its HOMO energy (alpha / beta) is -10.256 / -16.525 eV. The calculation puts the energy above the lowest of the compared OMol25 structures with the same formula, charge and spin at 294.4 kJ/mol. Its expectation value of S² is 2.021. The lowest unoccupied orbital energy (alpha / beta) comes out at -3.71 / -8.15 eV. The calculation puts the HOMO-LUMO gap (alpha / beta) at 0.24056 / 0.30780 Ha.

=====

No. 2
The following is a quantum chemistry calculation of a 15-piece molecular cluster, C21H72N10O15 overall in a non-equilibrium geometry, from OMol25.

Structure (ORCA input):
```
! wB97M-V def2-TZVPD RIJCOSX def2/J DEFGRID3
* xyz 0 1
C -1.211 -2.117 2.860
C -2.570 -1.542 2.970
O -2.631 -0.357 2.239
H -0.480 -1.441 3.213
H -1.127 -2.548 1.874
H -1.250 -3.033 3.540
H -2.817 -1.198 3.964
H -3.261 -2.324 2.654
H -2.417 0.360 2.847
C -3.019 3.887 -0.219
C -3.037 2.408 0.248
O -2.390 1.530 -0.725
H -3.978 4.256 -0.487
H -2.400 4.201 -1.084
H -2.705 4.504 0.675
H -4.202 2.290 0.217
H -2.750 2.218 1.337
H -2.845 0.709 -0.669
C 4.132 -0.596 3.670
C 3.177 -0.944 2.668
O 2.444 -2.071 3.139
H 4.906 -1.288 3.781
H 3.609 -0.588 4.636
H 4.543 0.386 3.645
H 3.750 -1.172 1.776
H 2.676 -0.023 2.395
H 2.288 -2.562 2.352
C 0.609 0.550 4.902
C 1.043 1.899 5.318
O -0.151 2.664 5.348
H -0.133 -0.048 5.428
H 1.494 -0.044 5.024
H 0.339 0.648 3.823
H 1.768 2.293 4.702
H 1.614 1.993 6.218
H -0.018 3.639 5.330
C -2.324 -4.192 0.136
C -0.872 -3.976 -0.125
O -0.562 -5.015 -0.976
H -2.955 -4.107 -0.745
H -2.709 -3.603 0.940
H -2.499 -5.169 0.457
H -0.207 -4.157 0.684
H -0.710 -3.021 -0.617
H 0.382 -5.108 -0.995
C 3.930 2.885 1.535
C 3.524 2.735 0.050
O 3.038 3.955 -0.464
H 4.037 1.906 1.928
H 3.113 3.422 2.119
H 4.892 3.408 1.572
H 2.655 2.022 -0.073
H 4.277 2.320 -0.618
H 2.352 3.752 -1.123
C 2.456 -4.745 0.184
O 2.531 -3.612 0.830
N 2.147 -4.876 -1.049
N 2.654 -5.937 0.669
H 1.927 -4.012 -1.560
H 2.524 -5.657 -1.648
H 3.122 -5.813 1.564
H 2.649 -6.817 0.136
C -1.685 -0.871 -3.149
O -0.595 0.007 -2.876
N -1.706 -2.130 -2.921
N -2.824 -0.327 -3.526
H -0.714 -2.477 -2.833
H -2.484 -2.649 -3.239
H -2.824 0.700 -3.453
H -3.754 -0.748 -3.403
C 0.502 4.344 -2.486
O 0.764 4.662 -3.792
N 0.902 3.251 -1.891
N -0.277 5.107 -1.756
H 1.139 2.543 -2.553
H 0.663 2.868 -0.933
H -0.674 5.938 -2.223
H -0.596 4.805 -0.889
C 2.899 0.434 -3.094
O 4.263 0.409 -3.655
N 1.948 1.235 -3.557
N 2.517 -0.043 -1.963
H 2.187 1.741 -4.436
H 0.921 0.980 -3.409
H 3.131 -0.721 -1.414
H 1.626 0.183 -1.541
C -4.639 -0.997 -0.756
O -5.093 -1.303 -2.069
N -5.363 -0.336 0.086
N -3.438 -1.082 -0.322
H -6.367 -0.277 -0.103
H -5.169 -0.006 1.068
H -2.718 -1.465 -0.940
H -3.252 -0.905 0.721
C 0.194 2.816 1.864
O -0.090 3.879 0.910
H -0.617 2.057 1.788
H 0.225 3.195 2.899
H 1.045 2.237 1.664
H 0.578 4.601 1.040
C -1.724 2.547 -4.635
O -2.402 2.276 -3.441
H -2.074 2.264 -5.621
H -0.814 2.078 -4.579
H -1.458 3.570 -4.659
H -1.854 2.327 -2.657
C 1.118 -3.297 -3.767
O 1.153 -2.734 -2.503
H 0.672 -4.272 -3.722
H 2.016 -3.270 -4.297
H 0.366 -2.801 -4.423
H 1.583 -1.898 -2.611
C 0.279 -0.605 0.412
O 0.178 0.642 -0.224
H -0.727 -1.032 0.412
H 0.447 -0.332 1.474
H 0.999 -1.283 -0.141
H -0.697 0.981 -0.351
*
```

Its HOMO energy is -8.584 eV. The calculation puts the energy above the lowest of the compared OMol25 structures with the same formula, charge and spin at 761.9 kJ/mol. The lowest unoccupied orbital energy comes out at -0.02 eV. The calculation puts the HOMO-LUMO gap at 0.31479 Ha.

=====

No. 3
The following is a quantum chemistry calculation of a 6-piece molecular cluster, C25H37F6N6O7S2 overall in a non-equilibrium geometry, from OMol25.

Structure (ORCA input):
```
! wB97M-V def2-TZVPD RIJCOSX def2/J DEFGRID3
* xyz -1 1
O 0.270 1.871 0.963
C 0.422 0.807 0.306
O 0.630 0.809 -1.121
C 0.443 -0.665 1.014
F 0.941 -0.609 2.336
F 1.418 -1.412 0.252
C -1.024 -1.313 0.875
F -0.996 -2.543 0.126
F -1.772 -0.399 0.032
C -1.856 -1.424 2.243
F -3.241 -1.576 1.848
F -1.820 -0.170 2.955
C -1.521 -2.695 3.165
O -2.471 -3.143 3.873
S 0.122 -3.552 3.344
O 0.912 -3.664 2.062
O -0.211 -4.982 3.773
N 1.047 -2.892 4.661
S 2.726 -3.079 4.375
O 3.305 -2.027 3.428
O 3.149 -4.453 3.911
H 1.580 0.541 -1.267
H 3.380 -2.875 5.610
C 2.455 3.886 -2.931
C 3.595 3.402 -3.820
C 3.408 1.964 -4.303
C 3.475 0.993 -3.207
N 3.524 0.229 -2.347
H 2.397 3.310 -2.005
H 2.609 4.935 -2.662
H 1.495 3.806 -3.447
H 4.542 3.500 -3.278
H 3.658 4.059 -4.693
H 4.195 1.731 -5.029
H 2.455 1.867 -4.830
C -5.349 -0.155 3.677
C -6.550 -0.881 3.085
C -7.560 0.063 2.431
C -8.216 0.942 3.404
N -8.730 1.637 4.166
H -5.644 0.509 4.493
H -4.634 -0.878 4.078
H -4.837 0.440 2.916
H -7.036 -1.472 3.868
H -6.191 -1.587 2.329
H -8.325 -0.535 1.925
H -7.066 0.663 1.659
C 6.768 -7.355 4.044
C 6.469 -7.426 5.536
C 5.401 -6.427 5.982
C 5.848 -5.038 5.851
N 6.193 -3.943 5.744
H 7.192 -6.387 3.767
H 7.493 -8.127 3.769
H 5.862 -7.516 3.454
H 7.395 -7.268 6.098
H 6.121 -8.437 5.773
H 5.153 -6.620 7.030
H 4.482 -6.578 5.407
C 4.891 4.622 -9.103
C 5.207 3.279 -8.457
C 4.019 2.316 -8.463
C 2.917 2.783 -7.617
N 2.049 3.149 -6.955
H 4.121 5.163 -8.548
H 5.787 5.249 -9.124
H 4.546 4.491 -10.133
H 5.555 3.445 -7.432
H 6.035 2.816 -9.003
H 4.355 1.340 -8.098
H 3.665 2.165 -9.487
C -8.632 4.073 0.563
C -7.673 4.722 -0.428
C -6.976 3.712 -1.339
C -6.065 2.831 -0.602
N -5.352 2.136 -0.025
H -8.104 3.420 1.262
H -9.144 4.841 1.148
H -9.391 3.481 0.043
H -6.931 5.311 0.122
H -8.238 5.423 -1.051
H -6.403 4.256 -2.097
H -7.720 3.115 -1.875
*
```

Its HOMO energy is -5.593 eV. The calculation puts the energy above the lowest of the compared OMol25 structures with the same formula, charge and spin at 396.3 kJ/mol. The lowest unoccupied orbital energy comes out at 1.36 eV. The calculation puts the HOMO-LUMO gap at 0.25563 Ha.

=====

No. 4
The following is a quantum chemistry calculation of C22H41GeHgN3O2SeSi3 as an isolated structure, from OMol25.

Structure (ORCA input):
```
! wB97M-V def2-TZVPD RIJCOSX def2/J DEFGRID3
* xyz -2 1
Hg -1.092 -0.542 0.234
C 2.920 1.152 -1.454
Si 2.362 -0.571 -1.951
C 3.907 -1.579 -2.365
C 1.374 -0.429 -3.540
Ge 1.125 -1.586 -0.209
Si 2.472 -1.315 1.722
C 2.165 0.378 2.462
C 2.029 -2.611 3.010
C 4.334 -1.454 1.412
Si 1.030 -3.886 -0.680
C 0.336 -4.172 -2.403
C 2.713 -4.760 -0.604
C -0.108 -4.758 0.530
H 3.482 1.623 -2.266
H 3.557 1.124 -0.568
H 2.045 1.765 -1.230
H 4.477 -1.058 -3.141
H 3.642 -2.566 -2.747
H 4.555 -1.721 -1.501
H 1.976 0.061 -4.312
H 0.472 0.162 -3.378
H 1.076 -1.413 -3.907
H 1.120 0.472 2.759
H 2.373 1.166 1.735
H 2.797 0.540 3.341
H 0.948 -2.647 3.153
H 2.491 -2.377 3.973
H 2.361 -3.605 2.699
H 4.698 -0.605 0.831
H 4.612 -2.364 0.879
H 4.853 -1.453 2.376
H 1.008 -3.779 -3.169
H -0.630 -3.676 -2.509
H 0.204 -5.244 -2.586
H 3.168 -4.818 -1.594
H 2.580 -5.780 -0.231
H 3.421 -4.255 0.053
H -1.073 -4.252 0.579
H 0.318 -4.775 1.535
H -0.266 -5.792 0.205
N -1.346 -0.448 2.718
C -1.812 -0.717 3.752
N -2.349 -1.116 4.862
C -2.125 -0.538 6.012
N -1.996 -0.107 7.085
C -2.941 7.362 0.560
C -2.545 5.989 0.092
C -2.216 5.737 -1.228
C -1.832 4.472 -1.668
C -1.492 4.291 -3.120
C -1.762 3.398 -0.765
Se -1.203 1.697 -1.436
C -2.103 3.641 0.580
C -2.076 2.545 1.598
C -2.483 4.917 0.977
H -3.111 8.031 -0.286
H -2.167 7.814 1.188
H -3.859 7.337 1.153
H -2.261 6.548 -1.952
H -1.682 5.218 -3.667
H -2.074 3.481 -3.565
H -0.446 4.008 -3.255
H -2.757 1.734 1.327
H -2.360 2.916 2.584
H -1.084 2.099 1.675
H -2.743 5.071 2.020
C -5.058 -2.142 -0.748
C -3.594 -1.802 -0.501
O -3.383 -0.778 0.222
O -2.722 -2.542 -0.986
H -5.673 -1.244 -0.744
H -5.400 -2.791 0.061
H -5.171 -2.681 -1.687
*
```

Its HOMO energy is -1.904 eV. The lowest unoccupied orbital energy comes out at 4.43 eV. The calculation puts the HOMO-LUMO gap at 0.23279 Ha.

=====

No. 5
The following is a quantum chemistry calculation of a 9-piece molecular cluster, C10H38O9 overall in a non-equilibrium geometry, from OMol25.

Structure (ORCA input):
```
! wB97M-V def2-TZVPD RIJCOSX def2/J DEFGRID3
* xyz 1 2
C -20.148 13.787 -8.817
O -21.153 12.897 -8.462
H -19.377 13.651 -8.059
H -19.847 13.680 -9.859
H -20.550 14.760 -8.536
H -21.017 12.568 -7.571
C -17.732 12.222 -12.636
O -18.619 13.233 -12.969
H -17.981 11.850 -11.642
H -17.824 11.455 -13.405
H -16.698 12.556 -12.720
H -18.498 14.013 -12.422
O -21.148 13.792 -13.710
H -20.265 13.630 -13.377
H -21.018 14.017 -14.631
O -18.288 16.214 -10.464
H -19.005 16.193 -11.096
H -17.669 15.555 -10.780
O -16.068 14.915 -11.441
H -15.478 15.473 -11.949
H -15.540 14.622 -10.698
C -21.183 18.352 -11.241
C -20.642 17.586 -12.387
O -20.329 16.247 -12.051
H -20.656 17.988 -10.359
H -22.198 18.018 -11.024
H -21.131 19.439 -11.180
H -19.795 18.180 -12.731
H -21.423 17.598 -13.147
H -21.058 15.699 -12.351
C -13.865 12.827 -13.176
C -12.677 12.229 -12.472
O -13.094 11.484 -11.387
H -14.610 13.303 -12.538
H -14.353 11.990 -13.674
H -13.575 13.616 -13.870
H -11.886 12.901 -12.141
H -12.130 11.529 -13.105
H -12.284 11.165 -10.981
C -15.601 10.561 -8.032
C -15.848 10.940 -9.516
O -15.363 12.358 -9.550
H -15.931 9.564 -7.739
H -16.268 11.247 -7.510
H -14.565 10.753 -7.754
H -16.895 10.674 -9.663
H -15.381 10.198 -10.163
H -14.505 12.332 -9.979
C -15.959 14.423 -15.865
C -15.801 15.541 -14.751
O -14.524 16.086 -15.000
H -15.317 13.548 -15.759
H -15.888 14.845 -16.868
H -16.948 13.967 -15.815
H -15.859 15.072 -13.769
H -16.538 16.301 -15.011
H -14.640 16.902 -15.491
*
```

Its HOMO energy (alpha / beta) is -12.288 / -12.284 eV. The calculation puts the energy above the lowest of the compared OMol25 structures with the same formula, charge and spin at 172.4 kJ/mol. Its expectation value of S² is 0.756. The lowest unoccupied orbital energy (alpha / beta) comes out at -3.05 / -10.00 eV. The calculation puts the HOMO-LUMO gap (alpha / beta) at 0.33932 / 0.08377 Ha.

=====

No. 6
The following is a quantum chemistry calculation of one molecule with the formula C4H8O2, from OMol25.

Structure (ORCA input):
```
! wB97M-V def2-TZVPD RIJCOSX def2/J DEFGRID3
* xyz 0 1
O 1.722 0.172 0.965
C 1.003 0.081 -0.236
C 0.098 1.303 -0.523
C -1.158 0.448 -0.214
C -0.270 -0.806 -0.101
O -0.311 -1.468 1.151
H 1.377 -0.536 1.534
H 1.676 -0.202 -1.059
H 0.155 1.667 -1.553
H 0.282 2.131 0.167
H -1.933 0.415 -0.987
H -1.621 0.682 0.748
H -0.397 -1.517 -0.925
H -0.623 -2.371 1.031
*
```

Its HOMO energy is -9.656 eV. The calculation puts the energy above the lowest of the compared OMol25 structures with the same formula, charge and spin at 161.1 kJ/mol. The lowest unoccupied orbital energy comes out at 0.70 eV. The calculation puts the HOMO-LUMO gap at 0.38063 Ha.

=====

Number 1: calculated total energy -282.85988 Eh. Number 2: calculated total energy -2519.25739 Eh. Number 3: calculated total energy -3225.43155 Eh. Number 4: calculated total energy -6678.12457 Eh. Number 5: calculated total energy -1080.45648 Eh. Number 6: calculated total energy -307.65107 Eh.